Computed, not measured: 5 unconnected molecules or ions with the total composition C36H80ClN4 at a distorted geometry, with the ωB97M-V functional and the def2-TZVPD basis.

Element x y z (Å)
Cl: -1.03 0.56 -0.57
N: 3.25 -1.82 -3.75
N: 1.20 -2.99 3.54
N: -8.49 2.35 -0.75
N: 3.83 2.05 0.97
C: 2.12 -1.21 -2.85
C: 4.40 1.39 4.89
C: 7.02 -2.24 -2.60
C: -10.42 4.66 -1.39
C: -6.08 1.47 -0.14
C: 4.59 3.06 0.06
C: -4.70 1.05 -0.74
C: -9.51 2.32 -1.93
C: 2.91 -3.28 -4.27
C: 3.89 0.65 0.41
C: 4.56 -1.88 -2.86
C: 4.52 2.12 2.35
C: 0.35 -3.24 0.58
C: 4.00 1.12 3.40
C: 2.56 -3.98 5.53
C: 1.13 -3.66 4.98
C: 3.90 3.29 -1.28
C: -9.43 4.74 -0.19
C: 5.88 -2.13 -3.59
C: 2.16 -0.52 -5.79
C: 2.32 -4.65 6.90
C: 2.31 2.43 1.13
C: -7.17 1.67 -1.24
C: 0.82 -0.98 -3.63
C: -0.29 -2.70 3.15
C: 1.77 -3.55 1.02
C: 1.11 0.04 -4.76
C: -9.17 1.56 0.36
C: 1.70 2.79 -0.18
C: -10.84 3.23 -1.75
C: -0.36 -2.30 1.65
C: 2.02 -1.69 3.59
C: 1.83 -3.96 2.55
C: 2.50 3.86 -1.06
C: 3.43 -0.90 -5.00
C: -8.25 3.77 -0.24
H: 1.68 -1.05 2.77
H: 4.45 -2.70 -2.15
H: 2.91 1.16 3.41
H: -6.40 0.70 0.56
H: 4.50 3.10 2.83
H: 3.22 -0.01 0.96
H: -8.98 5.72 -0.03
H: 4.65 4.01 0.59
H: 2.36 4.83 -0.60
H: 3.07 -2.00 3.61
H: -0.82 -3.64 3.29
H: 3.83 2.39 -1.89
H: -10.00 4.52 0.72
H: 0.64 3.03 -0.04
H: -3.95 0.78 0.00
H: -4.29 1.88 -1.31
H: 1.90 1.56 1.64
H: -7.75 3.72 0.73
H: 0.25 -2.71 -0.38
H: 0.11 -0.59 -2.90
H: 3.72 0.02 -4.48
H: -5.89 2.39 0.42
H: 2.27 0.27 -6.53
H: -8.48 1.63 1.20
H: -0.07 -1.27 1.47
H: 0.43 -4.49 4.90
H: 2.88 -4.16 2.76
H: 1.81 -5.62 6.90
H: -9.10 2.85 -2.79
H: -11.58 2.87 -1.04
H: 4.19 -1.30 -5.67
H: 8.00 -2.24 -3.07
H: 4.94 0.36 0.41
H: 3.77 2.19 5.29
H: 1.49 1.87 -0.72
H: 2.03 -3.33 -4.90
H: 4.55 3.94 -1.86
H: 4.28 0.11 3.10
H: 2.94 -3.80 -3.31
H: -10.05 5.31 -2.18
H: 2.29 -4.29 0.41
H: 5.44 1.71 5.00
H: 1.77 -1.25 4.56
H: -0.18 -4.18 0.46
H: 2.01 3.96 -2.03
H: 3.03 -3.02 5.73
H: 1.85 -1.94 -2.09
H: -10.16 1.97 0.51
H: 2.37 3.25 1.85
H: -11.38 3.24 -2.70
H: 1.75 -1.39 -6.29
H: 7.03 -1.51 -1.78
H: 2.34 -2.63 0.89
H: -7.57 0.71 -1.58
H: 5.61 2.65 -0.01
H: -6.81 2.22 -2.11
H: 5.92 -3.04 -4.18
H: 0.12 0.20 -5.19
H: 6.12 -1.27 -4.22
H: -9.14 0.50 0.12
H: 3.35 -4.85 7.20
H: 0.61 -2.94 5.62
H: -9.75 1.28 -2.16
H: -0.75 -1.96 3.81
H: -7.50 4.19 -0.91
H: 3.77 -3.71 -4.79
H: 4.58 -0.94 -2.31
H: 3.49 0.70 -0.61
H: 2.49 -0.29 -2.40
H: 0.37 -1.87 -4.06
H: 4.35 0.49 5.50
H: -1.38 -2.31 1.27
H: -11.25 5.25 -1.00
H: 1.23 -4.87 2.63
H: 1.69 -3.94 7.43
H: 5.57 1.88 2.16
H: -4.79 0.11 -1.28
H: 3.18 -4.61 4.90
H: 6.91 -3.24 -2.17
H: 1.56 0.94 -4.36

The calculation puts the total energy at -57094.1281 eV. Its expectation value of S² is 0.75. The value obtained for the LUMO energy (spin up / spin down) is -3.09 / -3.10 eV. Its spin multiplicity is 2. As for the frontier orbital gap (spin up / spin down): 2.7 / 8.1 eV. As for the total charge: +2.

Computed, not measured: a molecular structure, C36H80HfN4O8 at a distorted geometry, with the ωB97M-V functional and the def2-TZVPD basis.

Element x y z (Å)
Hf: 0.12 0.02 0.47
O: -3.12 1.83 -8.72
O: 2.12 1.39 0.46
O: -1.73 0.23 1.69
O: 0.79 -2.10 0.93
O: -1.52 -0.67 -0.70
O: 1.40 -0.52 -1.20
O: 0.68 -0.01 2.48
O: -0.29 1.95 -0.04
N: 1.92 -1.75 -1.68
N: 1.18 -1.08 3.27
N: -2.92 -0.75 -0.45
N: 0.44 3.22 0.04
C: 2.61 0.84 4.46
C: 2.51 -0.55 3.74
C: 0.27 5.98 -0.12
C: -2.24 -2.86 0.53
C: -3.80 0.01 -1.42
C: 1.23 -2.15 -3.05
C: 1.36 2.92 -2.22
C: 0.24 -1.55 4.31
C: -3.45 -2.96 -1.56
C: 1.06 -1.06 -4.09
C: -0.12 -2.76 -2.60
C: 3.42 -1.54 -1.91
C: 0.42 5.35 1.22
C: 3.38 -0.65 2.55
C: 3.46 -3.36 -3.82
C: -0.79 4.09 -2.02
C: 4.05 -2.84 -2.43
C: -4.70 -2.16 0.34
C: 0.54 3.84 -1.33
C: 0.16 3.29 2.51
C: 3.96 -1.38 -0.50
C: 2.23 -1.81 5.85
C: -3.56 -0.23 -2.90
C: 3.18 -1.54 4.72
C: -1.74 3.96 0.92
C: 0.98 -2.52 5.27
C: -0.19 3.96 1.17
C: 1.19 5.24 -1.09
C: -3.33 -2.17 -0.37
C: -5.27 -0.11 -1.03
C: 3.82 -0.33 -2.69
C: -3.38 1.46 -1.17
C: -5.77 -1.52 -0.53
C: -0.76 -2.41 3.56
C: -0.50 -0.50 5.14
C: 1.98 -3.37 -3.58
H: -1.10 -3.29 4.09
H: -2.08 2.90 0.87
H: 1.54 5.19 1.40
H: -2.35 4.43 1.65
H: 4.20 -1.23 4.97
H: 0.03 -3.47 -1.74
H: 5.17 -2.80 -2.61
H: -4.97 -3.25 0.44
H: 3.62 -0.54 -3.74
H: 4.44 -0.49 2.87
H: -0.75 5.88 -0.41
H: -2.54 -2.86 -2.19
H: -5.50 0.67 -0.34
H: -0.06 5.89 1.99
H: -6.72 -1.39 -0.02
H: 1.34 -0.14 -3.61
H: 5.06 -1.26 -0.41
H: 4.85 -0.07 -2.52
H: 3.54 -0.49 -0.06
H: 2.77 -2.41 6.58
H: -3.93 2.19 -8.34
H: 3.81 -3.66 -1.71
H: -0.06 4.02 3.30
H: -3.24 1.64 -0.13
H: 0.10 0.01 5.92
H: 3.29 0.05 1.74
H: -3.99 -1.17 -3.30
H: 0.42 7.05 -0.24
H: 2.40 1.00 -0.39
H: 1.30 -2.17 1.77
H: 1.20 3.08 2.59
H: -1.56 -0.03 2.60
H: 1.23 -2.52 0.18
H: -0.78 -1.94 -2.22
H: 1.76 2.35 0.31
H: -5.84 0.20 -1.84
H: -2.11 4.41 -0.04
H: -0.61 4.02 -3.11
H: -2.44 1.67 -1.69
H: -4.32 -2.81 -2.16
H: 3.90 -4.33 -3.99
H: -0.43 2.38 2.76
H: -4.12 2.15 -1.57
H: 3.55 1.26 4.05
H: 1.37 -3.41 4.73
H: -1.53 3.30 -1.84
H: 1.88 -4.12 -2.75
H: 0.99 1.92 -2.15
H: -2.47 -0.24 -3.03
H: -2.55 -0.10 1.14
H: 3.44 -1.69 2.22
H: 3.72 -2.25 0.08
H: 0.28 -2.84 6.03
H: 3.76 -2.72 -4.67
H: -1.34 -3.00 -0.04
H: 2.22 5.35 -0.74
H: 3.22 -2.56 4.14
H: -3.94 0.67 -3.38
H: -1.68 -1.82 3.40
H: -1.44 -0.87 5.63
H: -2.71 -3.76 0.96
H: -0.01 -0.94 -4.34
H: 2.41 3.04 -1.98
H: 3.14 0.46 -2.43
H: -4.67 -1.83 1.35
H: 1.74 1.53 4.29
H: -5.92 -2.22 -1.36
H: 1.42 -3.78 -4.43
H: 1.23 3.26 -3.24
H: -0.78 0.37 4.53
H: -3.56 -4.03 -1.27
H: 1.76 -1.20 -4.88
H: -0.35 -2.74 2.65
H: -1.96 -2.23 1.41
H: 2.73 0.70 5.53
H: -0.65 -3.35 -3.36
H: -3.21 0.88 -8.85
H: -1.18 5.09 -1.83
H: 1.21 5.63 -2.09
H: 1.87 -0.95 6.45

The calculation puts the total energy at -62276.2334 eV. The value obtained for the LUMO energy is 0.61 eV. Its spin multiplicity is 1. As for the frontier orbital gap: 8.7 eV.

Question: Among the records above, which one has the lowest spin multiplicity?
Answer: C36H80HfN4O8

Question: Which value of spin multiplicity does entry 1 give?
Answer: 2